# C5H14N2O

A 2-piece molecular cluster, C5H14N2O overall in a non-equilibrium geometry (ωB97M-V/def2-TZVPD, the OMol25 dataset).

* Kohn-Sham gap: 10.120 eV
* structure (SMILES): C[C@@H](N)O.C/C=N/C
* highest occupied orbital energy: -9.16 eV
* charge: 0
* relative energy (zero: lowest compared OMol25 entry of this formula, charge and spin): 2.4963 eV

Cartesian coordinates (Å):
C  -1.301  -1.308  -0.176
C  -1.362  0.095  -0.730
N  -1.369  0.137  -2.148
O  -2.435  0.868  -0.228
H  -0.230  -1.581  -0.080
H  -1.874  -2.005  -0.801
H  -1.695  -1.356  0.833
H  -0.339  0.594  -0.362
H  -1.485  1.080  -2.501
H  -1.950  -0.575  -2.571
H  -2.483  0.766  0.729
C  2.178  0.510  -0.984
C  1.454  0.639  0.317
N  1.363  -0.371  1.099
C  0.873  -0.174  2.431
H  3.143  1.000  -0.929
H  2.322  -0.539  -1.230
H  1.592  0.967  -1.788
H  1.385  1.670  0.707
H  0.045  -0.865  2.619
H  1.672  -0.395  3.148
H  0.498  0.843  2.644

Atom charges from the natural (NBO) analysis, given in e for atoms 1 to 8:
1 C -0.6548
2 C 0.2513
3 N -0.8535
4 O -0.7383
5 H 0.2490
6 H 0.2079
7 H 0.2038
8 H 0.1405


# C5H14N2O

A 3-piece molecular cluster, C5H14N2O overall in a non-equilibrium geometry (ωB97M-V/def2-TZVPD, the OMol25 dataset).

* Kohn-Sham gap (alpha / beta): 7.685 / 7.684 eV
* highest occupied orbital energy (alpha / beta): -6.83 / -6.83 eV
* charge: 0
* relative energy (zero: lowest compared OMol25 entry of this formula, charge and spin): 5.5355 eV

Cartesian coordinates (Å):
C  -0.797  0.400  0.083
C  1.349  0.796  0.127
C  -0.309  -0.921  0.145
C  1.388  2.086  -0.648
C  0.190  -1.548  1.415
N  -1.358  0.936  -1.055
N  -2.306  -1.481  0.088
O  2.333  -0.111  -0.307
H  2.324  -0.140  -1.272
H  -1.113  0.866  1.012
H  1.493  0.935  1.198
H  0.029  -1.373  -0.783
H  -1.323  0.349  -1.879
H  -2.292  1.303  -0.913
H  -2.341  -2.079  -0.743
H  -2.403  -2.130  0.870
H  1.075  1.937  -1.688
H  2.403  2.505  -0.658
H  0.716  2.830  -0.215
H  1.282  -1.575  1.444
H  -0.171  -1.010  2.294
H  -0.170  -2.576  1.486

Atom charges from the natural (NBO) analysis, given in e for atoms 1 to 8:
1 C 0.0476
2 C 0.0696
3 C 0.0175
4 C -0.6695
5 C -0.6568
6 N -0.8231
7 N -1.0440
8 O -0.7212


# C5H14N2O

A 2-piece molecular cluster, C5H14N2O overall (ωB97M-V/def2-TZVPD, the OMol25 dataset).

* Kohn-Sham gap: 9.331 eV
* structure (SMILES): [H]/N=C(/C)O.CC(C)N
* highest occupied orbital energy: -8.73 eV
* charge: 0
* relative energy (zero: lowest compared OMol25 entry of this formula, charge and spin): 1.2402 eV

Cartesian coordinates (Å):
H  0.021  2.553  1.596
N  0.625  2.173  0.872
C  1.381  1.248  1.256
C  2.339  0.597  0.311
O  1.373  0.782  2.535
H  3.363  0.810  0.622
H  2.194  -0.483  0.307
H  2.182  0.991  -0.687
H  2.017  0.074  2.662
C  -1.665  -1.442  -1.812
C  -0.803  -0.543  -0.926
C  -0.900  -1.022  0.529
N  -1.199  0.837  -1.142
H  -1.347  -2.479  -1.732
H  -2.710  -1.374  -1.514
H  -1.581  -1.120  -2.852
H  0.238  -0.619  -1.265
H  -0.397  -1.981  0.652
H  -1.946  -1.149  0.812
H  -0.459  -0.304  1.213
H  -0.583  1.471  -0.637
H  -2.144  0.982  -0.799

Atom charges from the natural (NBO) analysis, given in e for atoms 1 to 8:
1 H 0.3571
2 N -0.7209
3 C 0.5807
4 C -0.7075
5 O -0.6893
6 H 0.2301
7 H 0.2237
8 H 0.2529


# C5H14N2O

A 2-piece molecular cluster, C5H14N2O overall in a non-equilibrium geometry (ωB97M-V/def2-TZVPD, the OMol25 dataset).

* Kohn-Sham gap: 9.118 eV
* structure (SMILES): C=C(N)C[C@@H](C)N.O
* highest occupied orbital energy: -8.22 eV
* charge: 0
* relative energy (zero: lowest compared OMol25 entry of this formula, charge and spin): 3.9052 eV

Cartesian coordinates (Å):
C  -1.068  -2.508  0.583
C  -0.573  -1.665  -0.410
N  -0.204  -2.103  -1.737
C  -0.050  -0.290  -0.091
C  -0.943  0.639  -1.001
C  -2.393  0.690  -0.511
N  -0.215  1.916  -1.257
H  -1.080  -3.606  0.402
H  -1.216  -2.205  1.650
H  0.236  -3.103  -1.677
H  0.401  -1.528  -2.221
H  1.090  -0.274  -0.262
H  -0.343  0.068  1.150
H  -0.980  0.088  -1.984
H  -2.445  0.806  0.502
H  -3.020  1.218  -1.213
H  -2.691  -0.342  -0.813
H  0.077  2.493  -0.467
H  -0.720  2.537  -1.876
O  5.081  2.259  3.518
H  6.042  2.216  3.225
H  5.013  2.695  4.489

Atom charges from the natural (NBO) analysis, given in e for atoms 1 to 8:
1 C -0.5028
2 C 0.1772
3 N -0.8398
4 C -0.4326
5 C -0.0417
6 C -0.6380
7 N -0.8650
8 H 0.1934


# C5H14N2O

One molecule with the formula C5H14N2O (ωB97M-V/def2-TZVPD, the OMol25 dataset).

* Kohn-Sham gap: 9.639 eV
* structure (SMILES): CC(C)(N)[C@H](O)CN
* highest occupied orbital energy: -8.88 eV
* charge: 0
* relative energy (zero: lowest compared OMol25 entry of this formula, charge and spin): 1.1497 eV

Cartesian coordinates (Å):
C  -0.850  1.507  0.607
C  0.373  0.615  0.390
C  1.511  1.450  -0.231
N  0.759  0.043  1.674
C  0.027  -0.572  -0.546
O  -0.371  -0.152  -1.834
C  -1.110  -1.450  0.010
N  -1.272  -2.712  -0.683
H  -1.337  1.707  -0.344
H  -0.554  2.452  1.057
H  -1.553  1.011  1.269
H  1.166  2.002  -1.103
H  2.347  0.812  -0.522
H  1.873  2.174  0.497
H  0.939  0.783  2.345
H  1.607  -0.506  1.582
H  0.934  -1.202  -0.629
H  0.336  0.371  -2.225
H  -2.047  -0.902  -0.089
H  -0.912  -1.645  1.065
H  -1.451  -2.529  -1.665
H  -0.416  -3.256  -0.624

Atom charges from the natural (NBO) analysis, given in e for atoms 1 to 8:
1 C -0.6276
2 C 0.0904
3 C -0.6317
4 N -0.8411
5 C 0.0911
6 O -0.7277
7 C -0.2429
8 N -0.8232


# C5H14N2O

An isolated ion of composition C5H14N2O and charge +1 in a non-equilibrium geometry (ωB97M-V/def2-TZVPD, the OMol25 dataset).

* <S²>: 0.75
* Kohn-Sham gap (alpha / beta): 9.939 / 5.462 eV
* highest occupied orbital energy (alpha / beta): -12.95 / -12.94 eV
* charge: +1
* 2S+1: 2
* relative energy (zero: lowest compared OMol25 entry of this formula, charge and spin): 1.2292 eV

Cartesian coordinates (Å):
C  0.744  0.478  -0.157
N  0.759  0.338  1.277
C  2.059  0.675  1.841
O  1.983  0.833  3.215
C  -0.618  0.221  -0.819
C  -0.471  0.594  -2.304
N  -0.955  -1.165  -0.743
C  -2.174  -1.625  -0.121
H  0.984  1.516  -0.402
H  1.549  -0.110  -0.598
H  0.024  0.876  1.725
H  2.447  1.606  1.465
H  2.759  -0.107  1.536
H  1.529  0.091  3.651
H  -1.389  0.836  -0.376
H  -1.407  0.537  -2.850
H  0.263  -0.054  -2.785
H  -0.101  1.606  -2.340
H  -0.615  -1.835  -1.441
H  -2.820  -2.172  -0.813
H  -2.675  -0.814  0.373
H  -1.877  -2.326  0.667

Atom charges from the natural (NBO) analysis, given in e for atoms 1 to 8:
1 C -0.2112
2 N -0.6602
3 C 0.1124
4 O -0.6943
5 C -0.1052
6 C -0.5975
7 N -0.1070
8 C -0.4711


# C5H14N2O2

A 2-piece molecular cluster, C5H14N2O2 overall in a non-equilibrium geometry (ωB97M-V/def2-TZVPD, the OMol25 dataset).

* Kohn-Sham gap: 10.196 eV
* structure (SMILES): CC(=O)N(C)CCN.O
* highest occupied orbital energy: -9.41 eV
* charge: 0
* relative energy (zero: lowest compared OMol25 entry of this formula, charge and spin): 1.7434 eV

Cartesian coordinates (Å):
C  1.583  1.654  1.050
C  0.196  1.036  1.063
O  -0.750  1.675  1.504
N  -0.058  -0.170  0.454
C  -1.424  -0.303  -0.106
C  0.941  -0.969  -0.178
C  1.149  -0.844  -1.769
N  1.372  -2.100  -2.471
H  2.303  1.099  0.432
H  1.436  2.665  0.739
H  2.142  1.570  1.981
H  -1.443  -0.012  -1.180
H  -2.248  0.060  0.466
H  -1.635  -1.400  -0.070
H  1.931  -0.919  0.294
H  0.563  -2.047  0.009
H  0.247  -0.362  -2.200
H  1.961  -0.127  -1.728
H  0.607  -2.695  -2.147
H  1.357  -1.944  -3.467
O  -3.707  1.524  2.304
H  -3.706  0.850  2.994
H  -2.817  1.758  2.027

Atom charges from the natural (NBO) analysis, given in e for atoms 1 to 8:
1 C -0.7152
2 C 0.6978
3 O -0.6542
4 N -0.4436
5 C -0.4211
6 C -0.2103
7 C -0.2353
8 N -0.8342


# C5H14N2O2Si

A 2-piece molecular cluster, C5H14N2O2Si overall in a non-equilibrium geometry (ωB97M-V/def2-TZVPD, the OMol25 dataset).

* Kohn-Sham gap: 9.796 eV
* highest occupied orbital energy: -9.81 eV
* charge: 0
* relative energy (zero: lowest compared OMol25 entry of this formula, charge and spin): 5.7818 eV

Cartesian coordinates (Å):
C  -1.997  -2.250  -0.512
C  1.480  -0.575  0.420
C  0.864  1.609  -1.760
C  0.810  2.404  1.293
C  -1.754  -1.579  0.802
N  -1.206  0.328  0.259
N  -2.236  1.035  0.048
O  -3.327  0.565  0.186
O  -1.952  2.210  -0.264
Si  0.404  1.015  0.034
H  -2.888  -2.913  -0.542
H  -2.198  -1.592  -1.425
H  -1.084  -2.897  -0.918
H  1.357  -1.145  -0.405
H  2.390  -0.206  0.659
H  1.146  -1.051  1.349
H  0.137  2.312  -2.032
H  1.945  2.004  -1.606
H  0.943  0.758  -2.447
H  0.459  3.368  1.022
H  0.284  2.316  2.137
H  1.993  2.409  1.377
H  -2.520  -1.145  1.414
H  -0.841  -1.780  1.480

Atom charges from the natural (NBO) analysis, given in e for atoms 1 to 8:
1 C -0.7158
2 C -1.0604
3 C -1.0795
4 C -1.0872
5 C -0.0660
6 N -0.6501
7 N 0.6071
8 O -0.4459